1.
Below is C24H30N7O4PRhS2 as an isolated structure, with properties calculated with wB97M-V/def2-TZVPD.

Geometry (Å):
Rh (0.142279, -0.171529, 0.930059)
C (5.379247, 2.629975, 2.081930)
C (5.028567, 2.148684, 0.692792)
O (4.540754, 0.792972, 0.762180)
P (3.064084, 0.467285, 0.223827)
S (2.711073, -1.457663, 0.283428)
S (1.774297, 1.563941, 1.333982)
O (3.194899, 1.048498, -1.257532)
C (2.437093, 0.551452, -2.379687)
C (3.377374, -0.119805, -3.352413)
H (5.791902, 3.638702, 2.036118)
H (6.128286, 1.978200, 2.535997)
H (4.486927, 2.655160, 2.708760)
H (5.903447, 2.132728, 0.042263)
H (4.278564, 2.796556, 0.236648)
H (1.938616, 1.416156, -2.816615)
H (1.664464, -0.130173, -2.028177)
H (4.151861, 0.571603, -3.685956)
H (2.821496, -0.463809, -4.227104)
H (3.853272, -0.980189, -2.881717)
O (-5.453771, -3.863563, -1.720129)
N (-5.774807, -3.131973, -0.804383)
O (-6.904047, -3.045095, -0.369574)
C (-4.720810, -2.329197, -0.141242)
C (-5.172891, -1.376350, 0.699072)
C (-4.269531, -0.507783, 1.378436)
C (-4.698736, 0.506155, 2.252080)
C (-3.762444, 1.303190, 2.854356)
C (-2.406832, 1.083890, 2.568171)
N (-1.990300, 0.139578, 1.754083)
C (-2.897681, -0.654511, 1.163732)
C (-2.414848, -1.695732, 0.283677)
N (-1.076761, -1.791566, 0.152580)
C (-0.567906, -2.715975, -0.633245)
C (-1.376094, -3.612736, -1.332695)
C (-2.739240, -3.535665, -1.218901)
C (-3.310673, -2.548360, -0.389812)
H (-6.237568, -1.267227, 0.847011)
H (-5.757080, 0.643977, 2.435020)
H (-4.046821, 2.095031, 3.532503)
H (-1.635920, 1.704541, 3.009256)
H (0.511952, -2.733639, -0.710780)
H (-0.918493, -4.359128, -1.966198)
H (-3.368113, -4.218527, -1.761627)
N (3.816433, -0.509414, 3.717651)
C (3.311761, -1.254850, 4.703595)
N (4.122275, -1.598086, 5.730518)
N (2.062451, -1.676424, 4.764184)
C (1.316093, -1.374848, 3.727567)
N (0.643892, -1.120046, 2.823927)
H (4.780473, -0.231410, 3.704706)
H (3.224053, -0.157420, 2.969220)
H (5.114986, -1.472430, 5.664852)
H (3.769717, -2.290283, 6.367056)
C (-1.167684, 0.752968, -4.137984)
C (-1.499993, 1.696248, -2.973757)
C (-0.936737, 3.091247, -3.272124)
C (-3.024422, 1.788652, -2.819742)
C (-0.913103, 1.168935, -1.729348)
C (-0.451071, 0.729095, -0.697166)
H (-1.598419, 1.127756, -5.069937)
H (-1.566035, -0.244987, -3.946930)
H (-0.087264, 0.667813, -4.266719)
H (-1.380527, 3.493212, -4.186628)
H (0.145663, 3.051575, -3.402854)
H (-1.150749, 3.774083, -2.449508)
H (-3.479691, 2.174041, -3.735699)
H (-3.284728, 2.452891, -1.994467)
H (-3.446460, 0.803601, -2.610587)

Cartesian forces, eV/Å:
-0.2 -0.5 0.0
0.0 0.0 0.0
0.0 0.0 0.0
0.1 -0.1 0.1
-0.2 0.2 0.0
0.1 0.1 -0.1
0.1 -0.1 0.1
0.0 0.0 0.0
0.0 0.0 0.0
0.0 0.0 0.0
0.0 0.0 0.0
0.0 0.0 0.0
0.0 0.0 0.0
0.0 0.0 0.0
0.0 0.0 0.0
0.0 0.0 0.0
0.0 0.0 0.0
0.0 0.0 0.0
0.0 0.0 0.0
0.0 0.0 0.0
-0.1 0.2 -0.1
0.1 -0.4 0.2
0.0 0.1 -0.1
0.0 0.1 -0.1
0.0 0.0 0.0
0.0 0.0 0.0
0.0 0.0 0.0
0.0 0.0 0.0
0.0 0.0 0.0
0.0 0.2 0.1
0.0 0.0 0.0
0.0 0.0 0.0
0.1 0.1 0.1
0.0 0.0 0.0
0.0 0.0 0.0
0.0 0.0 0.0
0.1 0.0 0.0
0.0 0.0 0.0
0.0 0.0 0.0
0.0 0.0 0.0
0.0 0.0 0.0
0.0 0.0 0.0
0.0 0.0 0.0
0.0 0.0 0.0
-0.1 0.1 0.0
0.0 0.0 0.0
0.0 0.0 0.0
0.1 0.0 -0.1
-0.2 0.0 0.0
0.1 0.1 -0.1
0.0 0.0 0.0
0.0 -0.1 0.1
0.0 0.0 0.0
0.0 0.0 0.0
0.0 0.0 0.0
0.0 0.0 0.0
0.0 0.0 0.0
0.0 0.0 0.0
-0.1 0.0 0.1
0.2 0.0 -0.2
0.0 0.0 0.0
0.0 0.0 0.0
0.0 0.0 0.0
0.0 0.0 0.0
0.0 0.0 0.0
0.0 0.0 0.0
0.0 0.0 0.0
0.0 0.0 0.0
0.0 0.0 0.0

Summary:
Kohn-Sham gap (spin up / spin down) = 5.6 / 6.2 eV
Multiplicity = 2
Lowest unoccupied orbital energy (spin up / spin down) = -1.17 / -1.17 eV
⟨S²⟩ = 0.75
DFT total energy = -77963.544 eV
Relative energy (zero: lowest compared OMol25 entry of this formula, charge and spin) = 0.0000 eV
Strongest force on any atom = 0.0105 hartree/bohr

Löwdin atomic charge list, values in e, 6 entries: Rh 0.540; C -0.084; C -0.300; O -0.361; P -0.141; S 0.302


2.
Below is C24H30N7ORe as an isolated structure at a distorted geometry, with properties calculated with wB97M-V/def2-TZVPD.

Geometry (Å):
Re (1.026802, -0.188736, -0.278372)
C (0.337758, -2.875738, -3.645456)
C (0.331088, -2.032449, -2.383243)
N (1.452744, -1.418055, -1.951748)
C (2.702560, -2.152114, -1.790950)
C (2.751967, -2.704982, -0.390010)
N (2.473694, -1.545354, 0.549789)
C (3.739568, -0.755377, 0.860451)
C (3.965117, 0.514517, -0.012086)
N (2.695726, 1.245907, -0.239187)
C (2.514686, 2.302514, 0.825627)
C (1.808125, 1.656271, 1.987644)
N (0.636312, 0.851746, 1.462837)
C (-0.610245, 1.181185, 1.735034)
C (-0.844806, 2.330391, 2.668270)
C (-1.701870, -0.988990, 0.660712)
C (-2.990201, -1.556279, 0.188680)
C (-3.102344, -2.335621, -0.926797)
C (-2.017124, -2.570912, -1.793699)
C (-0.825073, -1.921264, -1.501198)
N (-0.667089, -1.172850, -0.378579)
H (1.101779, -2.515600, -4.354820)
H (-0.647174, -2.868665, -4.125064)
H (0.579083, -3.946344, -3.448163)
H (3.545006, -1.452214, -1.943451)
H (2.854343, -2.940087, -2.548789)
H (3.724417, -3.171104, -0.232548)
H (1.939971, -3.431198, -0.147836)
H (2.166837, -1.964243, 1.437152)
H (4.639440, -1.361623, 0.729672)
H (3.755161, -0.577343, 1.963617)
H (4.504458, 0.307733, -0.939997)
H (4.673461, 1.145656, 0.548627)
H (2.738058, 1.753064, -1.145204)
H (1.967329, 3.143596, 0.403075)
H (3.486488, 2.696549, 1.178222)
H (1.493841, 2.371167, 2.752435)
H (2.500071, 0.950917, 2.503070)
H (-0.322787, 2.228806, 3.658070)
H (-1.915050, 2.430519, 2.837942)
H (-0.517867, 3.284111, 2.266776)
H (-3.862132, -1.396542, 0.831562)
H (-4.086693, -2.820361, -1.162922)
H (-2.051623, -3.157712, -2.680026)
O (0.115698, 1.332079, -1.246533)
C (-1.043663, 1.907646, -1.074919)
C (-1.322113, 2.998138, -1.934375)
C (-2.584470, 3.543278, -2.043750)
C (-3.659509, 3.016431, -1.277065)
C (-3.388413, 1.975961, -0.359041)
C (-2.089051, 1.501823, -0.127081)
C (-1.821399, 0.555231, 1.048015)
N (-1.262015, -1.701961, 1.833972)
C (-1.964813, -1.425816, 2.903139)
C (-2.815346, -0.303630, 3.058923)
N (-2.889119, 0.568329, 2.049893)
H (-0.478448, 3.378765, -2.503963)
H (-2.762862, 4.372072, -2.787890)
H (-4.703793, 3.345928, -1.358496)
H (-4.232159, 1.504419, 0.178374)
H (-1.884583, -2.151652, 3.732203)
H (-3.509816, -0.243102, 3.897508)
H (-3.647939, 1.253170, 1.981964)

Cartesian forces, eV/Å:
0.4 1.3 -1.8
0.3 -0.4 0.4
1.3 -0.3 -0.1
-2.4 -0.3 1.5
1.0 0.1 -1.6
-1.1 -0.1 0.4
1.3 -0.3 0.5
0.6 0.0 0.5
0.6 -0.4 1.0
0.8 0.8 -0.4
0.1 0.0 -0.1
-0.4 -0.8 0.9
-1.6 0.8 0.3
2.6 0.7 0.5
-0.6 -0.1 1.0
1.6 1.3 -1.8
-0.7 -0.7 -0.4
-1.5 -0.4 0.6
1.3 1.0 0.4
-1.2 -0.3 -1.3
0.0 0.2 1.0
-0.4 0.0 0.4
0.3 0.1 0.0
-0.2 0.6 0.1
-0.3 -0.3 0.1
-0.2 0.2 0.3
0.0 0.1 0.4
0.6 0.3 -0.6
0.1 0.2 -0.3
-0.2 -0.3 -0.2
-0.2 0.3 -1.0
-0.5 -0.2 -0.1
-0.2 -0.1 -0.2
0.0 -0.5 0.6
-0.2 -0.1 0.0
-0.4 -0.2 -0.3
0.1 -0.1 -0.4
-0.7 0.4 -0.4
-0.6 -0.2 -0.9
0.2 0.3 0.3
0.2 0.1 -0.4
0.3 -0.2 -0.4
1.0 0.7 0.3
-0.5 -0.4 -0.3
1.7 -1.2 1.0
-2.4 0.6 0.6
0.0 -0.4 0.5
-1.1 0.6 -0.2
0.4 -0.9 0.4
-0.3 1.0 -0.2
0.7 -0.1 -1.2
0.4 -0.6 -1.3
-2.0 -0.4 1.8
2.5 -2.2 0.3
-1.8 1.7 -2.3
-0.2 -1.2 2.1
-0.2 -0.1 -0.1
0.2 -1.0 1.1
0.7 0.0 -0.2
0.4 0.5 -0.3
0.1 0.7 -0.2
0.0 0.2 -0.2
0.4 0.1 0.3

Summary:
Kohn-Sham gap (spin up / spin down) = 4.7 / 4.9 eV
Multiplicity = 4
Lowest unoccupied orbital energy (spin up / spin down) = -11.46 / -11.32 eV
⟨S²⟩ = 3.91
DFT total energy = -39954.941 eV
Net charge = +3
Strongest force on any atom = 0.0656 hartree/bohr

Löwdin atomic charge list, values in e, 6 entries: Re 1.740; C 0.019; C -0.182; N -0.082; C -0.176; C -0.129


3.
Below is C24H30NO5Ti as an isolated structure at a distorted geometry, with properties calculated with wB97M-V/def2-TZVPD.

Geometry (Å):
C (-1.269230, -0.224583, -2.813221)
C (-1.443436, 0.940139, -1.854237)
C (0.197060, -0.787873, -2.634612)
C (0.959933, 0.326777, -1.902664)
H (0.584122, -0.990708, -3.641770)
H (0.137231, -1.722529, -2.035942)
C (-0.123077, 1.050963, -1.046673)
H (-2.286342, 0.803264, -1.151975)
H (-1.561907, 1.904892, -2.384341)
C (-0.208236, 0.245851, 0.279559)
H (0.157484, 2.099222, -0.803430)
H (1.370861, 1.014333, -2.678042)
C (2.086679, -0.086429, -0.936889)
C (-2.262277, -1.346846, -2.542257)
C (-1.665738, 0.016524, -4.272050)
O (-0.946120, -0.382355, -5.198931)
O (-2.918026, -1.507693, -1.526614)
O (-2.345652, -2.133450, -3.637384)
O (-2.866436, 0.568182, -4.568889)
C (-3.900219, 0.970586, -3.635633)
H (-3.522770, 1.675496, -2.860653)
H (-4.380070, 0.090922, -3.176324)
H (-4.616901, 1.490968, -4.298515)
C (-3.258988, -3.213208, -3.465868)
H (-3.055011, -3.759036, -2.533527)
H (-3.107713, -3.848706, -4.335616)
H (-4.283953, -2.825139, -3.449539)
O (1.146624, 0.212619, 0.749600)
H (-0.603987, -0.760330, 0.043093)
H (-0.919334, 0.780437, 0.982124)
C (3.104039, 0.976912, -0.754365)
C (2.507279, -1.514518, -0.753999)
H (2.244312, -2.173384, -1.605375)
H (2.076431, -1.948066, 0.171736)
H (3.605244, -1.503711, -0.604330)
H (3.567066, 0.925376, 0.243553)
H (2.637643, 1.964605, -0.867922)
H (3.915505, 0.891193, -1.511505)
Ti (1.155561, 0.440073, 2.812745)
C (1.938570, 2.360861, 3.801449)
C (1.691861, 2.557897, 2.403480)
C (0.264966, 2.486359, 2.190135)
H (2.445785, 2.770882, 1.610423)
C (-0.368018, 2.194972, 3.447683)
C (0.686519, 2.119329, 4.460105)
H (0.527210, 1.991916, 5.514640)
H (2.888759, 2.486049, 4.330335)
H (-0.257891, 2.660119, 1.251097)
H (-1.422262, 2.102951, 3.636594)
C (1.550143, -1.652970, 3.554458)
C (1.029028, -0.872587, 4.654363)
C (-0.346569, -0.579549, 4.356807)
H (1.577720, -0.594345, 5.562793)
C (-0.669983, -1.129133, 3.089549)
C (0.496795, -1.814545, 2.594242)
H (0.523024, -2.439562, 1.700654)
H (2.549373, -2.103759, 3.475055)
H (-1.077657, -0.083012, 5.009369)
H (-1.652789, -1.140767, 2.611624)
N (4.425014, -0.115187, 2.371540)
C (3.292749, 0.133313, 2.574285)

Cartesian forces, eV/Å:
-0.6 -0.8 -0.3
0.7 1.3 0.7
-0.7 0.1 -0.1
0.1 0.0 0.4
0.0 -0.2 0.5
0.2 0.6 -0.4
-0.2 -0.5 0.1
0.3 0.0 -0.5
-0.2 -0.5 0.0
0.6 1.0 -0.9
-0.2 -0.6 -0.2
-0.1 -0.3 0.5
-1.5 0.5 1.5
-0.5 -0.1 1.3
2.2 -0.4 -2.3
-1.9 1.5 1.9
0.8 0.0 -1.3
-0.3 -0.4 1.2
0.3 0.1 0.1
0.2 0.4 -0.2
-0.4 -0.7 -0.6
0.2 0.4 -0.1
0.3 -0.3 0.6
-0.2 -0.4 -0.1
-0.1 0.2 -0.3
-0.1 0.0 0.1
0.2 -0.2 0.1
-1.9 -0.3 -2.1
0.1 0.1 0.3
0.9 -0.9 -0.8
0.7 0.4 0.0
0.6 -0.2 0.0
0.2 0.4 0.3
0.2 0.3 -0.5
-0.5 -0.3 -0.1
-0.1 -0.1 -0.3
0.1 -0.2 0.0
-0.4 0.0 0.3
0.2 0.7 0.4
-0.6 0.3 0.9
-0.2 0.7 -0.4
-0.2 0.1 0.9
-0.8 -0.3 1.0
2.4 0.6 0.2
-0.4 1.2 -2.4
0.1 -0.3 0.1
-0.4 -0.3 -0.4
0.2 0.0 0.4
-0.1 -0.2 -0.1
-1.0 -1.2 0.2
0.1 -0.8 -0.1
0.5 -0.3 0.1
-0.3 -0.2 -0.6
0.7 -0.6 -0.5
-0.1 -0.3 1.5
0.1 0.5 0.2
-0.7 0.5 0.1
0.6 0.0 -0.4
0.4 0.1 0.2
-1.2 0.3 0.2
1.6 -0.4 -0.2

Summary:
Kohn-Sham gap (spin up / spin down) = 3.5 / 3.5 eV
Lowest unoccupied orbital energy (spin up / spin down) = 2.26 / 2.26 eV
DFT total energy = -60216.207 eV
Net charge = -1
Strongest force on any atom = 0.0622 hartree/bohr

Löwdin atomic charge list, values in e, 6 entries: C -0.235; C -0.076; C -0.031; C -0.196; H 0.125; H 0.132


Question: The highest DFT total energy belongs to which entry?
Answer: C24H30N7ORe


Question: The lowest strongest force on any atom belongs to which entry?
Answer: C24H30N7O4PRhS2